7 unconnected molecules or ions with the total composition C84H186F3NO5P5. Source: the Open Molecules 2025 dataset; level of theory: wB97M-V/def2-TZVPD.

Output
Relative energy (zero: lowest compared OMol25 entry of this formula, charge and spin): 4.567 eV
HOMO-LUMO gap: 3.04 eV
Total charge: +3
Highest occupied orbital energy: -8.06 eV

Cartesian coordinates (Å):
C 2.6308 3.2575 -1.7509
C 2.9724 4.7100 -1.9956
C 4.3993 5.0842 -1.5892
C 4.7291 4.9635 -0.0482
P 6.5006 5.4834 0.3002
C 6.5807 5.9367 2.0610
C 6.3692 4.8984 3.1171
C 6.1155 5.6179 4.4604
C 6.0720 4.7013 5.7277
C 7.4985 4.0908 -0.2281
C 7.4844 2.7165 0.6313
C 7.6826 1.5025 -0.3139
C 7.6544 0.2880 0.6401
C 6.9636 7.0131 -0.6567
C 6.1779 8.3578 -0.1992
C 6.3816 9.5327 -1.2236
C 6.2153 10.9252 -0.6240
H 1.6064 3.1412 -2.1047
H 2.6716 2.9347 -0.7106
H 3.3218 2.6666 -2.3521
H 2.3797 5.3420 -1.3343
H 2.7461 5.0401 -3.0095
H 4.5734 6.1422 -1.7849
H 5.1640 4.5007 -2.1019
H 4.4312 4.0927 0.5358
H 4.2014 5.8046 0.4014
H 5.8355 6.7321 2.0570
H 7.5745 6.3786 2.1327
H 7.2055 4.1993 3.1253
H 5.5393 4.2335 2.8779
H 5.2170 6.2198 4.5969
H 6.9393 6.2464 4.7986
H 7.0577 4.2948 5.9540
H 5.5566 3.7759 5.4707
H 5.7228 5.2697 6.5897
H 8.4814 4.5032 -0.4560
H 7.0147 4.0397 -1.2035
H 6.5808 2.5977 1.2293
H 8.2505 2.7622 1.4053
H 8.6212 1.4524 -0.8657
H 6.8561 1.3631 -1.0108
H 6.7250 0.1177 1.1835
H 8.4587 0.3705 1.3710
H 7.7998 -0.5964 0.0197
H 6.7666 6.9061 -1.7234
H 8.0481 7.1211 -0.6689
H 6.2755 8.6457 0.8475
H 5.1111 8.1409 -0.2533
H 5.8523 9.5018 -2.1759
H 7.3614 9.4097 -1.6851
H 7.2355 11.1559 -0.3175
H 5.5606 10.9557 0.2469
H 5.8927 11.6726 -1.3489
C -1.6594 -0.9394 2.1922
C -3.1643 -1.3124 2.4555
C -3.5081 -1.7525 3.7853
C -2.9026 -3.1016 4.2758
P -3.6333 -4.7963 3.6021
C -5.3604 -4.4265 3.3805
C -6.0102 -5.6219 2.7021
C -7.5156 -5.5310 2.6716
C -8.1138 -5.6945 4.1063
C -2.9139 -4.9373 1.8781
C -1.3875 -5.1966 1.7807
C -0.5619 -4.4607 0.7053
C 0.9754 -4.6251 0.8029
C -3.4779 -6.1855 4.8097
C -1.9985 -6.5589 5.0645
C -1.7266 -7.4338 6.2561
C -2.3730 -8.8243 6.3499
H -1.4208 -0.8564 1.1319
H -0.9801 -1.7601 2.4225
H -1.3814 0.0254 2.6165
H -3.6879 -2.0027 1.7941
H -3.7965 -0.4327 2.3354
H -4.5858 -1.7355 3.9478
H -3.2156 -0.9573 4.4710
H -2.9357 -3.2879 5.3493
H -1.8487 -3.1989 4.0150
H -5.4648 -3.5112 2.7979
H -5.8176 -4.4209 4.3699
H -5.7067 -6.6122 3.0415
H -5.6628 -5.6299 1.6690
H -7.9812 -6.3143 2.0734
H -7.8515 -4.5711 2.2795
H -7.9935 -4.7010 4.5383
H -7.6381 -6.3967 4.7909
H -9.1774 -5.9245 4.0442
H -3.0519 -3.9726 1.3899
H -3.5435 -5.6150 1.3016
H -1.2881 -6.2805 1.7220
H -0.8748 -5.0011 2.7225
H -0.7279 -3.4062 0.9256
H -0.9516 -4.5123 -0.3114
H 1.4602 -3.8589 0.1980
H 1.0261 -5.6422 0.4141
H 1.3113 -4.5048 1.8329
H -3.9836 -7.0137 4.3132
H -3.9461 -5.8393 5.7311
H -1.2818 -5.7385 5.1022
H -1.5734 -7.0695 4.2004
H -1.8763 -6.8573 7.1690
H -0.6444 -7.5361 6.3376
H -2.4736 -9.2598 7.3440
H -1.8879 -9.4207 5.5771
H -3.4393 -8.8846 6.1324
C -2.8346 -6.2003 -3.2256
C -1.5562 -6.8942 -3.7015
C -0.3741 -5.9354 -4.0600
C 0.8093 -6.7475 -4.7213
P 2.1248 -5.7561 -5.5362
C 1.2180 -4.6745 -6.6988
C 0.5664 -5.4815 -7.7837
C -0.6244 -4.7124 -8.4754
C -0.0088 -3.6914 -9.4229
C 2.8164 -4.6552 -4.2571
C 2.0583 -3.5240 -3.4757
C 2.9544 -2.6561 -2.7681
C 2.3514 -1.4997 -2.1920
C 3.2351 -6.8417 -6.4003
C 2.6424 -8.2178 -6.7371
C 3.2801 -8.8675 -7.9630
C 2.3919 -9.9520 -8.6080
H -3.2792 -5.6107 -4.0274
H -2.7063 -5.3284 -2.5842
H -3.5536 -6.8106 -2.6791
H -1.9323 -7.4870 -4.5352
H -1.2554 -7.4649 -2.8228
H -0.2028 -5.2464 -3.2330
H -0.7923 -5.3189 -4.8556
H 0.4436 -7.4763 -5.4446
H 1.4416 -7.2267 -3.9739
H 1.8387 -3.9336 -7.2027
H 0.5720 -3.9210 -6.2484
H 0.1997 -6.4214 -7.3712
H 1.2858 -5.8565 -8.5116
H -1.2277 -4.2597 -7.6886
H -1.2808 -5.2678 -9.1453
H -0.7465 -3.2270 -10.0772
H 0.8811 -3.9211 -10.0089
H 0.4315 -2.8187 -8.9404
H 3.6643 -4.1700 -4.7404
H 3.2838 -5.2578 -3.4783
H 1.3688 -3.7748 -2.6696
H 1.3395 -3.0174 -4.1198
H 3.6589 -2.3345 -3.5351
H 3.5054 -3.1246 -1.9526
H 1.7389 -1.6988 -1.3126
H 1.6864 -0.9902 -2.8894
H 3.0087 -0.7092 -1.8298
H 4.1445 -6.8840 -5.8009
H 3.4734 -6.1985 -7.2473
H 1.6055 -8.1828 -7.0712
H 2.6919 -8.9592 -5.9396
H 4.2897 -9.2217 -7.7547
H 3.4041 -8.1032 -8.7302
H 2.1570 -10.5798 -7.7485
H 2.9891 -10.4004 -9.4020
H 1.4765 -9.5284 -9.0210
C -9.2451 0.0508 -4.2178
C -7.8630 0.4218 -4.7767
C -6.6018 -0.0446 -3.9869
C -6.4426 0.6851 -2.6491
P -4.6287 1.0319 -2.2401
C -3.8517 -0.6455 -2.3637
C -2.3057 -0.5940 -2.2162
C -1.7691 -2.0157 -2.7635
C -2.1027 -2.4610 -4.2364
C -3.7776 2.1600 -3.3657
C -3.4299 1.7486 -4.8356
C -2.2512 2.6106 -5.4456
C -2.0153 2.3643 -6.9705
C -4.4635 1.6153 -0.4808
C -4.9723 3.0905 -0.3662
C -5.8917 3.4948 0.7454
C -5.4286 3.0668 2.1361
H -9.5024 0.2661 -3.1807
H -9.3164 -1.0368 -4.2174
H -10.0533 0.5569 -4.7457
H -7.8813 1.4764 -5.0519
H -7.8206 0.0557 -5.8025
H -5.8405 0.0671 -4.7589
H -6.6427 -1.0874 -3.6723
H -6.9786 0.1083 -1.8953
H -7.0141 1.6114 -2.5910
H -4.0147 -0.9920 -3.3842
H -4.3089 -1.3015 -1.6229
H -1.9301 -0.4871 -1.1986
H -1.8787 0.1587 -2.8790
H -2.1511 -2.7472 -2.0514
H -0.7052 -1.9124 -2.5501
H -1.6094 -1.7840 -4.9339
H -3.1618 -2.5995 -4.4538
H -1.5677 -3.3587 -4.5464
H -2.9063 2.4445 -2.7757
H -4.4120 3.0425 -3.4486
H -4.2274 1.6572 -5.5730
H -3.1141 0.7058 -4.8648
H -1.3411 2.4750 -4.8614
H -2.6381 3.6162 -5.2807
H -2.8390 2.7748 -7.5545
H -1.5583 1.3854 -7.1153
H -1.1373 2.9614 -7.2172
H -3.3954 1.4455 -0.3453
H -4.9289 0.9446 0.2414
H -5.3612 3.5077 -1.2951
H -4.0329 3.5877 -0.1245
H -6.9082 3.1248 0.6115
H -5.8801 4.5769 0.6148
H -6.1003 3.4551 2.9016
H -4.4463 3.4518 2.4099
H -5.3241 1.9829 2.1856
C 4.4905 -2.2360 1.8615
C 3.0535 -1.6856 1.9386
C 3.1692 -0.2205 2.6029
C 1.8473 0.4730 2.6864
P 1.9134 2.0130 3.5956
C 2.7341 3.2441 2.6481
C 2.7749 4.7565 3.0453
C 1.5573 5.4733 2.3999
C 1.5648 7.0062 2.6871
C 0.2256 2.5368 3.9415
C 0.0449 3.6105 5.0460
C -1.3514 4.2912 4.9703
C -1.2510 5.7052 5.4478
C 2.7599 1.9305 5.1118
C 2.6640 0.7241 6.0658
C 1.3741 0.5062 6.8015
C 1.5452 -0.7126 7.6793
H 5.1112 -1.9712 1.0056
H 4.3661 -3.3124 1.9802
H 5.0583 -2.0043 2.7626
H 2.5580 -2.4356 2.5551
H 2.7274 -1.9434 0.9309
H 3.9060 0.3999 2.0926
H 3.4819 -0.3872 3.6337
H 1.1441 -0.2247 3.1412
H 1.5068 0.6791 1.6717
H 2.2621 3.0548 1.6841
H 3.7600 2.8992 2.5187
H 3.7142 5.2252 2.7518
H 2.7130 4.8092 4.1322
H 0.5496 5.1723 2.6864
H 1.6003 5.2866 1.3269
H 0.6566 7.5875 2.5274
H 2.3644 7.5473 2.1813
H 1.8094 7.0180 3.7492
H -0.2572 1.5708 4.0898
H -0.3566 2.9244 3.1054
H 0.7881 4.4033 5.1310
H 0.1880 3.1555 6.0261
H -2.1069 3.8009 5.5842
H -1.7152 4.4233 3.9513
H -0.3910 6.2112 5.0090
H -1.0434 5.8627 6.5062
H -2.1648 6.2922 5.3560
H 2.4996 2.8868 5.5654
H 3.7923 1.9304 4.7622
H 3.4293 0.8872 6.8246
H 3.1279 -0.1568 5.6219
H 0.5892 0.1958 6.1117
H 1.2392 1.3186 7.5156
H 2.1363 -0.4350 8.5519
H 1.9086 -1.6848 7.3462
H 0.5931 -1.0600 8.0806
C -5.1216 7.3773 2.3025
O -4.3187 6.4664 1.5200
O -6.1416 7.7818 1.4577
C -5.3596 7.0495 3.8210
F -4.4073 7.1905 4.6990
F -6.4530 7.7644 4.1904
F -5.7862 5.7991 3.9473
C -2.9031 6.3879 1.8972
C -1.9593 5.7250 0.8498
H -2.5220 5.4330 -0.0368
H -1.2996 6.4690 0.4033
H -1.3146 4.9294 1.2233
H -2.9693 5.6755 2.7194
H -2.4222 7.3536 2.0531
H -4.5492 8.3041 2.2639
N -0.1934 1.7589 -0.2847
O -1.0049 2.2422 -1.1318
O 0.4218 0.6581 -0.4615
O 0.1170 2.5020 0.5931


C4H6O2S in the gas phase. Source: the Open Molecules 2025 dataset; level of theory: wB97M-V/def2-TZVPD.

Output
Relative energy (zero: lowest compared OMol25 entry of this formula, charge and spin): 3.768 eV
SMILES: C1=CSCOCO1
HOMO-LUMO gap: 9.46 eV
Highest occupied orbital energy: -8.58 eV

Cartesian coordinates (Å):
C -1.4956 -0.8857 0.0497
C 0.8827 -1.1106 0.4399
C 0.4143 1.5961 0.2087
C -0.9371 1.3414 0.1896
H -2.0845 -0.9393 1.1526
H -2.2082 -1.3711 -0.6394
H 0.5530 -0.8230 1.5754
H 1.5215 -2.0819 0.3558
H 0.9577 2.3972 0.4276
H -1.5092 2.2805 0.4488
O -0.2735 -1.4506 -0.1717
O -1.6456 0.4684 -0.3695
S 1.5586 0.1718 -0.2699


Please write out number 2 again, unchanged.
C4H6O2S in the gas phase. Source: the Open Molecules 2025 dataset; level of theory: wB97M-V/def2-TZVPD.

Output
Relative energy (zero: lowest compared OMol25 entry of this formula, charge and spin): 3.768 eV
SMILES: C1=CSCOCO1
HOMO-LUMO gap: 9.46 eV
Highest occupied orbital energy: -8.58 eV

Cartesian coordinates (Å):
C -1.4956 -0.8857 0.0497
C 0.8827 -1.1106 0.4399
C 0.4143 1.5961 0.2087
C -0.9371 1.3414 0.1896
H -2.0845 -0.9393 1.1526
H -2.2082 -1.3711 -0.6394
H 0.5530 -0.8230 1.5754
H 1.5215 -2.0819 0.3558
H 0.9577 2.3972 0.4276
H -1.5092 2.2805 0.4488
O -0.2735 -1.4506 -0.1717
O -1.6456 0.4684 -0.3695
S 1.5586 0.1718 -0.2699


> relative energy (zero: lowest compared OMol25 entry of this formula, charge and spin) of number 2 (C4H6O2S)?

3.768 eV


> Among the records above, which one has the lowest highest occupied orbital energy?

C4H6O2S